No. 1
Molecular formula: C8H8N2O2
Method: DFT, ωB97M-V/def2-TZVPD

Properties
* Kohn-Sham gap (alpha / beta): 8.628 / 8.628 eV
* max |F|: 4.1 eV Å⁻¹
* multiplicity: 1
* calculated total energy: -569.4325 hartree

The geometry in XYZ format:
```
20
Properties=species:S:1:pos:R:3:forces:R:3:mulliken_charge:R:1
C 2.203 0.852 0.332 0.92 1.33 0.93 0.627
C -0.106 -0.277 -1.598 -1.27 -0.37 -1.50 -0.691
C 0.535 -1.078 -0.785 1.67 2.57 1.40 0.487
C -0.401 0.840 1.023 2.77 0.43 -2.98 0.519
C 0.017 1.124 -1.030 -1.43 -1.26 -1.13 0.224
C 0.860 0.819 0.205 -2.08 -2.68 -1.73 -0.726
C -2.556 1.382 -0.065 1.17 0.68 1.56 -0.886
C 1.390 -2.475 0.802 0.59 2.80 1.45 -0.552
N 3.293 1.117 0.559 1.72 -0.35 0.02 -0.629
N -1.096 1.288 -0.093 -0.58 0.24 1.53 0.014
O -0.620 0.390 2.089 -1.61 -0.28 2.24 -0.613
O 1.317 -2.073 -0.568 -0.39 0.17 -0.74 -0.367
H -0.795 -0.535 -2.422 0.68 -0.05 0.17 0.397
H 0.174 1.828 -1.884 0.08 0.14 1.29 0.411
H -2.678 2.463 0.132 -0.94 -0.59 0.01 0.303
H -3.023 1.123 -0.992 -0.30 -0.45 -0.39 0.347
H -2.847 0.755 0.848 -0.09 0.90 -1.49 0.290
H 0.769 -3.301 0.909 -1.21 -1.28 0.63 0.321
H 1.165 -1.559 1.447 -0.41 -1.43 -0.74 0.251
H 2.398 -2.684 1.093 0.73 -0.51 -0.52 0.275
```
Forces are in eV/Å.

No. 2
Molecular formula: C5H10O2
Method: DFT, ωB97M-V/def2-TZVPD

Properties
* Kohn-Sham gap: 8.790 eV
* max |F|: 0.8 eV Å⁻¹
* multiplicity: 1
* calculated total energy: -346.8943 hartree

The geometry in XYZ format:
```
17
Properties=species:S:1:pos:R:3:forces:R:3:mulliken_charge:R:1
C 1.226 -0.818 0.147 0.44 -0.46 -0.10 -1.395
C -0.790 0.281 2.417 0.08 0.07 -0.04 -0.497
C 0.096 1.517 -1.192 -0.14 -0.08 -0.12 -1.190
C -0.135 0.112 -1.627 0.03 0.21 0.04 1.006
C 0.384 -0.971 -1.009 0.28 -0.63 0.31 0.250
O 1.606 -2.036 0.586 -0.34 0.36 -0.39 -0.339
O -0.931 0.015 -2.709 0.10 0.11 0.14 -0.480
H 2.173 -1.941 1.364 -0.16 0.23 -0.22 0.403
H -1.059 -0.911 -2.956 0.08 0.05 0.12 0.319
H -0.099 -0.025 1.633 -0.03 0.14 0.18 -0.184
H 0.154 -1.964 -1.402 -0.02 -0.02 0.00 0.265
H -1.687 0.684 1.961 -0.20 0.09 -0.02 0.251
H -1.045 -0.573 3.030 -0.10 -0.19 0.14 0.302
H -0.319 1.040 3.037 0.01 0.06 0.01 0.275
H 0.802 1.531 -0.369 -0.01 0.00 0.01 0.353
H -0.851 1.958 -0.880 -0.05 0.03 0.00 0.284
H 0.473 2.100 -2.030 0.02 0.05 -0.07 0.378
```
Forces are in eV/Å.

No. 3
Molecular formula: C43H54BMnN7O2PS3
Method: DFT, ωB97M-V/def2-TZVPD

Properties
* Kohn-Sham gap (alpha / beta): 4.918 / 6.701 eV
* ⟨S²⟩: 8.938
* charge: +1
* max |F|: 2.1 eV Å⁻¹
* multiplicity: 6
* calculated total energy: -4916.4098 hartree

The geometry in XYZ format:
```
112
Properties=species:S:1:pos:R:3:forces:R:3:mulliken_spin:R:1
Mn 0.270 -0.568 2.693 -0.04 -0.18 -2.06 4.428
C -1.176 3.720 0.657 -0.03 0.07 -0.06 -0.022
C -1.401 2.441 -0.076 -1.31 0.23 -0.76 -0.129
C -2.454 2.257 -0.963 1.14 0.52 0.95 0.203
C -2.699 0.958 -1.446 0.33 -0.78 -0.14 -0.038
N -1.880 -0.034 -1.244 -0.42 -0.59 -0.44 0.171
N -0.719 0.174 -0.568 -0.48 1.18 0.50 0.045
B 0.292 -0.816 -0.630 0.08 -0.57 -0.34 0.095
N 0.033 -2.165 -1.252 -0.13 -0.92 0.41 -0.016
N 0.010 -2.215 -2.579 0.04 0.40 -0.92 0.020
C -0.168 -3.354 -3.192 -0.02 0.16 0.35 -0.002
C -0.253 -4.565 -2.457 0.03 0.20 0.66 0.001
C -0.247 -4.532 -1.092 0.06 0.00 -0.81 0.000
C -0.356 -5.753 -0.255 -0.03 -0.08 0.02 0.000
C -0.151 -3.251 -0.462 -0.12 0.15 0.53 0.004
S -0.278 -3.084 1.205 -0.08 0.30 -0.14 -0.001
C -0.265 -3.303 -4.705 0.08 0.18 -0.26 0.001
C -1.239 -2.184 -5.093 0.14 -0.15 0.05 -0.001
C -0.756 -4.629 -5.293 0.09 0.22 0.12 0.000
C 1.127 -2.976 -5.260 -0.18 -0.06 0.08 0.000
N 1.729 -0.351 -0.671 1.03 0.04 0.51 0.016
N 1.891 0.318 -1.808 -0.36 0.33 -0.70 0.006
C 3.065 0.752 -2.176 0.05 -0.20 0.25 -0.004
C 4.203 0.477 -1.380 -0.28 -0.29 0.47 0.013
C 4.055 -0.202 -0.199 -0.02 0.27 -0.59 -0.008
C 5.191 -0.523 0.700 0.11 0.05 0.05 -0.005
C 2.740 -0.596 0.192 -0.25 -0.27 0.34 0.039
S 2.483 -1.318 1.704 0.22 -0.10 0.07 0.034
C 3.104 1.534 -3.474 -0.17 0.12 -0.26 0.003
C 2.222 2.779 -3.308 0.10 -0.15 0.01 -0.001
C 4.520 1.962 -3.858 -0.23 -0.09 0.12 0.000
C 2.520 0.660 -4.591 0.07 0.10 0.15 0.000
C -0.561 1.356 0.157 1.50 -0.62 1.22 0.325
S 0.617 1.407 1.428 -0.54 0.74 -0.98 -0.141
C -3.941 0.663 -2.258 -0.14 -0.21 -0.10 -0.016
C -5.181 1.048 -1.442 0.20 -0.04 -0.10 -0.002
C -3.887 1.493 -3.547 0.06 -0.07 0.19 -0.010
C -3.993 -0.820 -2.615 0.00 0.22 0.03 0.000
H -1.971 4.434 0.459 -0.06 0.03 -0.04 -0.006
H -0.224 4.155 0.361 0.08 0.08 0.04 -0.004
H -1.116 3.522 1.727 -0.02 0.07 0.03 0.000
H -3.098 3.077 -1.224 -0.18 0.16 -0.01 0.003
H -0.322 -5.508 -2.970 -0.05 -0.13 -0.07 0.000
H -0.365 -6.646 -0.873 -0.01 -0.06 -0.06 0.000
H -1.269 -5.714 0.335 -0.04 -0.04 0.10 0.000
H 0.473 -5.807 0.447 0.04 -0.01 0.09 -0.001
H -2.251 -2.451 -4.800 -0.17 0.02 0.03 0.000
H -1.223 -2.029 -6.169 0.00 -0.01 -0.13 0.000
H -0.959 -1.260 -4.596 -0.03 0.15 0.00 0.000
H -1.685 -4.950 -4.827 -0.11 -0.07 0.02 0.000
H -0.012 -5.414 -5.187 0.05 -0.15 0.03 0.000
H -0.944 -4.500 -6.355 -0.01 0.02 -0.13 0.000
H 1.476 -2.035 -4.846 0.09 0.11 0.01 0.000
H 1.083 -2.893 -6.342 0.03 0.01 -0.15 0.000
H 1.836 -3.759 -5.003 0.15 -0.09 0.02 0.000
H 5.180 0.806 -1.692 0.11 0.04 -0.03 0.000
H 6.132 -0.190 0.274 0.11 0.03 -0.07 0.000
H 5.230 -1.596 0.882 0.05 -0.03 0.05 -0.002
H 5.039 -0.043 1.667 0.04 -0.02 0.05 -0.001
H 2.599 3.416 -2.512 0.03 0.13 0.12 0.000
H 1.203 2.490 -3.071 -0.13 0.00 0.03 0.003
H 2.221 3.350 -4.233 -0.02 0.09 -0.10 0.000
H 4.954 2.619 -3.108 0.13 0.08 0.09 0.000
H 4.479 2.513 -4.794 0.01 0.06 -0.10 0.000
H 5.169 1.103 -4.010 0.14 -0.09 0.00 0.000
H 1.514 0.346 -4.332 -0.11 -0.09 -0.02 -0.001
H 3.140 -0.219 -4.753 0.04 -0.15 -0.04 0.000
H 2.486 1.228 -5.518 -0.01 0.06 -0.13 0.000
H -5.158 2.093 -1.147 -0.06 0.15 0.04 0.004
H -5.245 0.441 -0.542 -0.06 -0.09 0.13 -0.002
H -6.077 0.882 -2.033 -0.14 -0.03 -0.06 0.001
H -3.945 2.556 -3.335 -0.02 0.19 -0.04 0.002
H -4.721 1.224 -4.189 -0.10 0.01 -0.08 0.000
H -2.960 1.300 -4.084 0.09 -0.03 -0.11 0.001
H -4.013 -1.425 -1.713 -0.02 -0.17 0.07 0.001
H -3.108 -1.092 -3.180 0.04 -0.13 -0.07 0.000
H -4.879 -1.033 -3.208 -0.11 0.01 -0.05 0.000
O 0.443 -2.619 6.108 -0.01 -0.05 -0.05 0.017
C 0.681 -1.812 5.249 0.90 0.35 1.40 0.018
O 0.210 -1.805 4.052 -0.66 -1.46 -0.09 0.082
C 1.622 -0.591 5.509 -0.27 -0.24 -0.26 0.000
P 0.745 0.722 4.573 0.56 1.19 1.63 -0.112
C -0.644 1.121 5.679 0.06 -0.12 -0.36 -0.023
C -0.416 1.389 7.026 -0.08 0.02 -0.08 -0.006
C -1.487 1.654 7.861 0.07 0.01 0.00 0.001
C -2.780 1.655 7.359 0.00 0.02 0.01 0.000
C -3.006 1.405 6.016 -0.14 0.02 -0.02 0.004
C -1.940 1.137 5.175 0.18 -0.02 -0.16 0.013
C 1.740 2.240 4.499 -0.14 -0.23 -0.21 0.006
C 1.121 3.484 4.604 -0.04 -0.11 0.09 -0.002
C 1.827 4.633 4.300 0.06 0.04 -0.09 -0.002
C 3.143 4.548 3.874 0.04 -0.03 0.00 0.001
C 3.767 3.313 3.781 0.07 0.11 -0.07 -0.002
C 3.066 2.161 4.080 -0.15 -0.17 0.10 0.004
H 2.590 -0.799 5.038 -0.12 0.04 0.04 0.000
H 1.761 -0.407 6.576 -0.05 0.03 -0.22 -0.003
H 0.591 1.401 7.418 0.07 -0.02 0.06 0.000
H -1.311 1.857 8.905 0.00 0.02 0.13 0.000
H -3.611 1.856 8.018 -0.07 0.02 0.04 0.000
H -4.014 1.421 5.625 -0.04 -0.01 -0.01 0.000
H -2.097 0.941 4.118 -0.06 0.04 0.15 0.007
H 0.088 3.555 4.917 -0.02 -0.02 0.01 0.000
H 1.349 5.597 4.369 -0.08 0.11 0.05 0.000
H 3.681 5.444 3.604 0.08 0.11 0.03 0.000
H 4.794 3.251 3.456 0.11 -0.01 -0.02 0.000
H 3.539 1.192 3.976 0.07 -0.02 -0.03 -0.003
C -4.222 -1.430 1.938 -0.86 -0.43 -0.07 -0.001
C -2.872 -1.006 2.086 1.49 0.76 0.02 0.040
N -1.791 -0.624 2.170 -1.16 -0.24 0.13 -0.049
H -4.294 -2.136 1.108 0.00 0.04 0.00 0.001
H -4.852 -0.564 1.739 -0.04 -0.05 0.01 0.001
H -4.556 -1.929 2.849 -0.01 0.05 -0.03 0.001
```
Forces are in eV/Å.